Here is a cluster of 10 separate species, C38H105N9O10 in total at a distorted geometry from the Open Molecules 2025 dataset. Energies are from the ωB97M-V functional and the def2-TZVPD basis.

Last column: Mulliken charge in e.
Geometry (Å):
C  -1.582  4.433  1.405  -0.554
C  -2.284  5.292  0.336  0.191
C  -2.858  4.494  -0.774  -0.415
O  -3.932  3.663  -0.178  -0.394
C  -4.385  2.805  -1.152  -0.963
N  -3.363  6.214  0.800  -0.777
H  -0.806  5.087  1.912  0.330
H  -1.083  3.689  0.778  -0.212
H  -2.177  3.844  2.135  0.146
H  -1.492  5.922  -0.119  0.358
H  -2.064  3.875  -1.191  -0.139
H  -3.267  5.079  -1.603  0.614
H  -3.625  2.186  -1.660  0.145
H  -4.949  3.426  -1.824  0.519
H  -5.145  2.131  -0.721  0.340
H  -4.199  5.615  1.003  0.295
H  -3.146  6.787  1.610  0.247
C  7.162  0.940  -3.922  -1.574
C  5.836  1.565  -3.890  0.586
C  5.314  1.720  -2.475  -0.701
O  4.890  0.492  -1.952  -0.442
C  4.467  0.622  -0.608  -0.679
N  5.861  2.826  -4.689  -0.593
H  7.319  0.026  -3.311  0.322
H  7.910  1.658  -3.620  0.365
H  7.316  0.634  -4.975  0.344
H  5.150  0.840  -4.368  0.247
H  4.417  2.390  -2.459  0.078
H  6.084  2.081  -1.799  0.569
H  3.451  1.106  -0.564  0.166
H  5.185  1.101  0.038  0.555
H  4.300  -0.431  -0.313  0.194
H  5.021  2.958  -5.244  0.294
H  6.122  3.581  -4.029  0.281
C  -6.042  1.091  -5.253  -1.193
C  -4.893  0.268  -5.784  0.589
C  -4.307  -0.630  -4.637  -0.932
O  -3.611  0.163  -3.662  -0.157
C  -2.995  -0.697  -2.694  0.168
N  -5.450  -0.640  -6.743  -0.676
H  -6.821  0.364  -4.893  0.335
H  -6.469  1.690  -6.080  0.390
H  -5.789  1.746  -4.425  0.126
H  -4.110  0.871  -6.170  0.303
H  -3.674  -1.339  -5.144  0.228
H  -5.044  -1.202  -4.070  0.359
H  -2.248  -1.317  -3.239  0.440
H  -3.719  -1.371  -2.177  0.309
H  -2.446  -0.066  -2.003  -0.728
H  -4.731  -1.309  -7.085  0.223
H  -5.856  -0.155  -7.562  0.253
C  1.819  5.856  -3.671  -1.468
C  2.415  4.636  -4.307  0.935
C  1.375  3.472  -4.322  -1.000
O  1.062  3.133  -3.007  -0.292
C  -0.223  2.608  -2.991  -0.394
N  2.865  4.693  -5.734  -0.566
H  0.964  6.205  -4.287  0.296
H  2.593  6.662  -3.676  0.371
H  1.453  5.694  -2.645  0.285
H  3.307  4.326  -3.747  -0.149
H  1.698  2.633  -4.916  0.319
H  0.419  3.894  -4.702  0.540
H  -0.401  2.192  -1.990  -0.587
H  -0.283  1.832  -3.748  0.712
H  -0.971  3.362  -3.255  0.557
H  2.138  4.558  -6.441  0.209
H  3.443  5.492  -6.029  0.216
C  0.305  -1.135  -2.776  -2.252
C  1.804  -1.028  -2.550  1.958
C  2.645  -2.210  -3.053  -1.219
O  2.143  -3.343  -2.318  -0.063
C  2.799  -4.546  -2.763  -0.845
N  2.264  0.143  -3.248  -0.438
H  0.154  -1.307  -3.823  0.543
H  -0.236  -0.292  -2.425  0.042
H  0.004  -1.960  -2.191  0.823
H  1.937  -0.914  -1.482  -0.776
H  3.698  -2.091  -2.863  0.561
H  2.385  -2.221  -4.107  0.437
H  2.502  -4.724  -3.781  0.369
H  2.440  -5.366  -2.155  0.153
H  3.909  -4.537  -2.698  0.301
H  1.694  0.988  -3.137  0.278
H  3.237  0.305  -2.941  0.095
C  0.042  -5.114  5.647  -1.549
C  0.359  -3.614  5.626  1.187
C  -0.925  -2.813  5.462  -0.413
O  -0.807  -1.496  5.850  -0.515
C  -0.051  -0.751  4.883  -0.164
N  1.224  -3.283  6.789  -0.724
H  -0.590  -5.261  4.773  0.276
H  -0.634  -5.234  6.492  0.423
H  0.867  -5.800  5.668  0.367
H  1.100  -3.397  4.787  -0.358
H  -1.686  -3.257  6.144  0.424
H  -1.226  -2.965  4.394  0.125
H  -0.118  0.339  5.112  0.061
H  -0.374  -0.851  3.854  0.157
H  1.008  -0.986  5.048  0.032
H  1.267  -2.302  7.081  0.237
H  0.887  -3.612  7.693  0.268
C  -1.063  -4.264  1.624  -0.965
C  -0.249  -5.242  0.770  0.698
C  0.646  -6.047  1.659  -0.878
O  -0.088  -6.725  2.682  -0.301
C  0.717  -7.583  3.429  -0.912
N  -1.136  -6.069  -0.046  -0.746
H  -1.749  -3.654  0.972  0.305
H  -0.412  -3.517  2.130  -0.084
H  -1.645  -4.772  2.389  0.432
H  0.417  -4.728  0.080  0.034
H  1.432  -5.417  2.103  0.317
H  1.217  -6.746  1.035  0.521
H  1.514  -7.042  3.946  0.347
H  1.039  -8.445  2.847  0.333
H  0.026  -8.018  4.177  0.280
H  -0.630  -6.890  -0.345  0.288
H  -1.815  -6.476  0.590  0.330
C  2.585  3.178  3.521  -1.400
C  2.572  2.203  4.649  0.845
C  3.168  0.875  4.216  -0.992
O  2.603  0.464  2.985  0.274
C  3.181  -0.791  2.644  -0.528
N  3.268  2.529  5.916  -0.618
H  2.196  4.123  3.865  0.434
H  1.938  2.873  2.701  0.189
H  3.601  3.389  3.157  0.217
H  1.549  2.078  4.992  0.074
H  2.967  0.165  4.995  0.318
H  4.275  0.922  4.142  0.479
H  2.749  -1.528  3.348  0.107
H  4.284  -0.795  2.759  0.383
H  2.919  -1.035  1.594  -0.099
H  2.829  3.301  6.367  0.248
H  4.298  2.631  5.823  0.228
C  -4.034  -0.433  0.536  -0.942
C  -4.370  0.109  1.889  1.404
C  -4.084  -0.927  2.924  -1.185
O  -4.765  -0.631  4.064  -0.442
C  -4.439  -1.511  5.174  -0.465
N  -3.663  1.337  2.186  -0.525
H  -4.017  0.252  -0.257  -0.319
H  -4.717  -1.239  0.301  0.705
H  -3.005  -0.856  0.496  -0.066
H  -5.453  0.276  1.934  0.231
H  -2.987  -0.993  3.117  -0.091
H  -4.223  -1.925  2.578  0.534
H  -4.707  -2.518  4.919  0.309
H  -4.940  -1.178  6.081  0.342
H  -3.354  -1.448  5.349  0.030
H  -4.116  2.106  1.728  0.066
H  -3.766  1.494  3.192  0.285
C  -0.110  -0.630  1.012  0.837
C  -0.188  0.856  0.688  0.273
O  -1.465  1.319  0.276  0.881
H  -0.267  -1.211  0.088  -0.129
H  -0.914  -0.952  1.715  -0.934
H  0.883  -0.854  1.439  0.042
H  0.395  1.015  -0.205  -0.190
H  0.203  1.503  1.498  0.009
H  -2.043  1.363  1.079  -0.380

Its orbital gap is 9.285 eV. Its structure (SMILES) is COC[C@H](C)N.COC[C@H](C)N.COC[C@H](C)N.COC[C@H](C)N.COC[C@H](C)N.COC[C@H](C)N.COC[C@H](C)N.COC[C@H](C)N.COC[C@H](C)N.CCO. As for the LUMO energy: 0.6 eV. The value obtained for the energy above the lowest of the compared OMol25 structures with the same formula, charge and spin is 233.9 kJ/mol. The calculation puts the total energy at -2755.7761 hartree.